[1]
A 2-piece molecular cluster, CH4P2 overall at a distorted geometry. Source: the OMol25 dataset; level of theory: wB97M-V/def2-TZVPD.

Element x y z (Å)
P  1.46  0.01  -0.84
P  -1.92  0.11  -0.62
C  0.48  -0.66  0.28
H  0.28  -1.10  1.25
H  -1.86  0.35  0.82
H  2.87  -0.15  -0.40
H  -1.31  1.44  -0.49

Results
* HOMO (alpha / beta): -8.57 / -8.57 eV
* LUMO level (alpha / beta): -0.80 / -0.80 eV
* frontier orbital gap (alpha / beta): 7.77 / 7.77 eV
* charge: 0



[2]
C22H29N3O3S in the gas phase at a distorted geometry. Source: the OMol25 dataset; level of theory: wB97M-V/def2-TZVPD.

Element x y z (Å)
S  5.27  -0.58  1.32
O  4.40  0.42  -1.38
O  1.58  -2.21  -0.84
O  0.84  2.24  1.38
N  2.79  1.82  -0.67
N  -0.85  1.89  -0.11
N  1.58  -1.58  1.28
C  -5.52  -2.55  0.21
C  0.78  2.45  -1.90
C  -2.26  2.18  -0.26
C  -0.33  2.29  1.07
C  -1.31  -1.28  1.26
C  0.85  -1.80  0.22
C  4.24  0.88  0.99
C  -2.62  -1.70  -1.15
C  3.83  0.99  -0.48
C  -2.73  2.44  1.17
C  2.86  -1.88  0.92
C  3.96  -2.66  -1.31
C  -2.68  -1.14  1.18
C  -0.04  1.36  -1.18
C  -3.36  -1.33  -0.03
C  3.98  -1.76  1.87
C  -0.58  -1.65  0.12
C  -4.85  -1.20  -0.10
C  -1.46  2.86  1.91
C  2.25  2.07  -1.98
C  -1.25  -1.86  -1.08
C  2.86  -2.27  -0.40
H  -3.13  -1.86  -2.09
H  -5.20  -3.30  -0.50
H  0.64  0.63  -0.74
H  3.56  -3.19  -2.17
H  -5.15  -0.88  -1.10
H  -3.51  3.20  1.21
H  -5.24  -2.88  1.21
H  -0.69  -2.14  -1.96
H  -1.34  3.95  1.94
H  4.47  -1.76  -1.66
H  -6.60  -2.45  0.16
H  2.26  2.15  0.13
H  4.51  -2.70  1.99
H  2.39  1.17  -2.59
H  -0.78  -1.12  2.18
H  -2.39  3.06  -0.90
H  -2.77  1.33  -0.72
H  2.82  2.89  -2.47
H  0.70  3.38  -1.33
H  -0.70  0.84  -1.87
H  -3.25  -0.88  2.06
H  4.85  1.75  1.23
H  -3.12  1.52  1.60
H  4.68  -3.28  -0.79
H  -1.40  2.49  2.93
H  0.39  2.63  -2.90
H  3.60  -1.42  2.84
H  3.37  0.86  1.64
H  -5.20  -0.46  0.62

Results
* HOMO: -7.76 eV
* LUMO level: 0.50 eV
* structure (SMILES): CCc1ccc(-c2nc(CSCC(=O)NCCCN3CCCC3=O)c(C)o2)cc1
* frontier orbital gap: 8.26 eV
* charge: 0



no.,DFT total energy (Eh)
1,-723.027612
2,-1643.974677